Record 1
The following is a quantum chemistry calculation of C3H10NOS as an isolated structure in a non-equilibrium geometry, from the Open Molecules 2025 dataset.

Last column: Löwdin charge in e.
Geometry (Å):
C: 0.98614 -0.70369 -1.92766  -0.226
C: -0.49116 -1.13530 -1.97441  -0.747
S: -1.00220 -1.86291 -0.38846  0.313
H: 1.63924 -1.48457 -1.53167  0.051
H: 1.10326 0.18087 -1.30015  0.046
H: 1.33893 -0.44710 -2.93872  0.045
H: -0.68211 -1.86602 -2.76831  0.022
H: -1.12600 -0.26285 -2.18140  0.030
N: -0.05737 2.03539 2.43125  -0.020
C: -0.59741 0.83093 1.74168  -0.441
O: 0.39009 -0.08635 1.41091  -0.233
H: 0.24727 1.76847 3.36209  0.038
H: 0.78201 2.32106 1.93799  0.043
H: -1.32655 0.39193 2.43906  0.099
H: -1.13346 1.19866 0.85623  0.094
H: -0.07069 -0.87853 0.83157  -0.114

Values from the calculation:
Energy   -17646.868 eV
Charge   -1
HOMO energy   -2.98 eV
Energy above the lowest of the compared OMol25 structures with the same formula, charge and spin   13.2 kcal/mol
HOMO-LUMO gap   7.103 eV
LUMO   4.12 eV



Record 2
The following is a quantum chemistry calculation of a 2-piece molecular cluster, C3H10NOS overall, from the Open Molecules 2025 dataset.

Last column: Löwdin charge in e.
Geometry (Å):
C: -0.77268 0.11406 0.28714  -0.189
C: -2.16217 0.42394 -0.27953  -0.636
S: -3.02015 1.82134 0.50551  0.636
H: 0.01300 0.63128 -0.26032  0.052
H: -0.64623 0.30262 1.35276  0.059
H: -0.56631 -0.93652 0.10006  0.062
H: -2.84763 -0.41253 -0.16576  0.041
H: -2.04097 0.48389 -1.35847  0.067
H: -2.55818 2.79782 -0.28534  -0.171
N: 4.09353 -1.65916 0.00703  -0.060
C: 2.64656 -1.81830 -0.35594  -0.678
O: 2.02770 -0.71862 -0.71764  -0.338
H: 4.04677 -0.88487 0.64927  0.013
H: 4.57781 -1.27418 -0.80302  0.019
H: 2.23184 -2.29338 0.57219  0.062
H: 2.61147 -2.61257 -1.13941  0.061

Values from the calculation:
Energy   -17645.555 eV
Charge   -1
HOMO energy   -2.49 eV
Energy above the lowest of the compared OMol25 structures with the same formula, charge and spin   43.5 kcal/mol
HOMO-LUMO gap   5.458 eV
LUMO   2.96 eV